{"formula": "C18H32I2N9S4SbSeTl", "method": "ωB97M-V/def2-TZVPD", "symbols": ["Tl", "S", "Sb", "S", "S", "S", "C", "N", "C", "C", "N", "C", "C", "N", "C", "C", "N", "C", "N", "C", "C", "C", "N", "C", "H", "H", "H", "H", "H", "H", "H", "H", "H", "H", "H", "H", "H", "H", "H", "H", "H", "H", "H", "H", "H", "H", "H", "H", "I", "C", "I", "H", "H", "Se", "C", "N", "C", "C", "N", "C", "C", "N", "H", "H", "H", "H", "H", "H"], "xyz": [[0.378, 0.747, -1.348], [2.679, -3.601, -2.679], [2.905, -2.402, -4.578], [2.298, 0.818, -4.263], [0.934, -0.744, -4.562], [4.003, -0.274, -3.748], [1.848, 2.991, 3.283], [2.705, 1.913, 2.801], [4.125, 2.285, 2.692], [4.684, 1.351, 1.622], [3.487, 0.808, 1.026], [3.532, 0.044, -0.200], [2.347, 1.198, 1.650], [1.189, 0.908, 1.173], [-0.065, 0.928, 1.881], [-0.462, -0.518, 2.156], [-0.600, -1.255, 0.917], [-1.082, -2.435, 0.878], [-1.285, -3.099, -0.303], [-0.932, -2.611, -1.612], [-2.067, -4.295, -0.154], [-1.979, -4.550, 1.345], [-1.593, -3.257, 1.911], [-0.923, -3.400, 3.195], [2.473, 3.705, 3.817], [1.095, 2.634, 3.983], [1.352, 3.515, 2.460], [4.624, 2.175, 3.655], [4.216, 3.324, 2.360], [5.302, 0.550, 2.044], [5.278, 1.899, 0.888], [4.430, -0.575, -0.208], [3.552, 0.688, -1.082], [2.671, -0.620, -0.258], [-0.825, 1.412, 1.254], [-0.063, 1.438, 2.840], [-1.396, -0.515, 2.738], [0.332, -0.939, 2.782], [-1.824, -2.476, -2.230], [-0.422, -1.656, -1.519], [-0.251, -3.304, -2.111], [-1.644, -5.109, -0.745], [-3.103, -4.139, -0.484], [-1.218, -5.310, 1.563], [-2.924, -4.884, 1.775], [-1.486, -4.129, 3.779], [-0.905, -2.476, 3.756], [0.105, -3.770, 3.087], [-0.626, 4.049, -1.285], [-2.555, 4.844, -1.792], [-4.273, 3.808, -1.062], [-2.650, 4.869, -2.871], [-2.622, 5.843, -1.379], [4.468, 4.348, 0.082], [2.889, 3.666, -0.399], [1.863, 3.207, -0.714], [-2.686, 0.688, -3.957], [-3.176, 0.345, -2.594], [-2.593, 0.651, -1.461], [-3.429, 0.198, -0.462], [-4.526, -0.397, -1.000], [-4.353, -0.297, -2.368], [-1.639, 0.977, -3.907], [-3.260, 1.521, -4.372], [-2.762, -0.163, -4.637], [-3.188, 0.337, 0.580], [-5.393, -0.854, -0.555], [-4.985, -0.630, -3.073]], "gap_ev": 6.14, "de_lowest_ev": 0.000, "e_lumo_ev": 1.870, "total_charge": -1, "energy_ev": -168719.8186}

***

{"formula": "C6H7N", "method": "ωB97M-V/def2-TZVPD", "symbols": ["N", "C", "C", "C", "C", "C", "C", "H", "H", "H", "H", "H", "H", "H"], "xyz": [[0.319, 3.758, -0.318], [0.095, 2.654, -0.054], [-0.200, 1.255, 0.265], [0.900, 0.318, -0.254], [0.725, -1.150, -0.003], [-0.403, -1.906, 0.104], [-1.701, -1.310, -0.034], [-0.294, 1.155, 1.352], [1.006, 0.442, -1.341], [1.868, 0.620, 0.161], [1.674, -1.686, 0.068], [-0.237, -2.976, 0.267], [-1.165, 0.959, -0.153], [-2.447, -2.124, 0.035]], "gap_ev": [7.38, 7.37], "de_lowest_ev": 4.728, "e_lumo_ev": [-1.381, -1.381], "energy_ev": -7820.9189}

***

{"formula": "CH3BrO2S", "method": "ωB97M-V/def2-TZVPD", "symbols": ["C", "O", "O", "S", "Br", "H", "H", "H"], "xyz": [[-0.328, 0.666, -0.925], [1.854, -0.692, -0.093], [-0.397, -0.348, 1.250], [0.366, -0.866, -0.087], [-0.509, -1.776, 2.828], [0.069, 0.552, -1.869], [0.295, 1.479, -0.461], [-1.351, 0.985, -0.644]], "gap_ev": [6.98, 6.97], "de_lowest_ev": 2.684, "e_lumo_ev": [-2.754, -2.754], "energy_ev": -86054.9847}

***

{"formula": "C32H44CaN4P2Si", "method": "ωB97M-V/def2-TZVPD", "symbols": ["Ca", "C", "C", "C", "C", "C", "C", "C", "C", "C", "H", "H", "H", "H", "H", "H", "H", "H", "H", "H", "H", "H", "H", "H", "H", "P", "P", "N", "N", "N", "N", "C", "C", "C", "C", "C", "C", "C", "C", "C", "C", "C", "C", "C", "C", "C", "C", "C", "C", "H", "H", "H", "H", "H", "H", "H", "H", "H", "H", "H", "H", "H", "H", "H", "H", "H", "H", "H", "H", "C", "Si", "C", "C", "C", "C", "H", "H", "H", "H", "H", "H", "H", "H", "H"], "xyz": [[-0.144, -2.270, -2.799], [-0.630, 3.561, -0.397], [-1.573, 3.204, -1.290], [-1.304, 2.800, -2.710], [-0.078, 1.847, -2.805], [1.130, 2.557, -3.400], [1.685, 3.658, -2.860], [0.907, 4.761, -2.144], [0.525, 4.459, -0.667], [1.783, -3.408, -2.117], [-0.742, 3.230, 0.639], [-2.603, 3.070, -0.971], [-1.168, 3.683, -3.354], [-2.195, 2.320, -3.145], [0.155, 1.453, -1.783], [-0.359, 0.986, -3.449], [1.636, 2.127, -4.311], [2.759, 3.872, -3.060], [-0.017, 5.103, -2.654], [1.562, 5.644, -2.088], [1.423, 4.197, -0.075], [0.154, 5.403, -0.236], [1.770, -2.896, -1.137], [2.534, -3.003, -2.793], [2.176, -4.431, -1.976], [1.380, -1.485, -6.328], [-2.167, -0.912, -6.341], [2.554, -0.203, -6.612], [2.264, -2.661, -7.480], [-2.126, 0.847, -6.992], [-3.703, -1.339, -7.084], [0.276, -0.814, -7.630], [-1.090, -1.523, -7.727], [3.703, -0.085, -5.806], [4.605, 0.756, -6.448], [4.017, 1.157, -7.697], [2.773, 0.546, -7.782], [2.619, -3.963, -7.114], [2.908, -4.704, -8.263], [2.737, -3.826, -9.382], [2.421, -2.569, -8.866], [-1.775, 1.836, -6.060], [-1.493, 3.029, -6.722], [-1.612, 2.772, -8.127], [-1.979, 1.430, -8.265], [-4.472, -0.643, -8.030], [-5.457, -1.491, -8.526], [-5.284, -2.769, -7.889], [-4.206, -2.657, -7.024], [0.711, -0.807, -8.649], [0.151, 0.241, -7.338], [-1.538, -1.302, -8.727], [-0.984, -2.621, -7.605], [3.774, -0.624, -4.862], [5.586, 1.036, -6.078], [4.449, 1.784, -8.470], [2.043, 0.596, -8.586], [2.629, -4.256, -6.066], [3.200, -5.750, -8.304], [2.810, -4.090, -10.433], [2.304, -1.631, -9.397], [-1.772, 1.588, -5.003], [-1.246, 3.964, -6.234], [-1.445, 3.494, -8.923], [-2.192, 0.880, -9.174], [-4.257, 0.391, -8.261], [-6.206, -1.248, -9.270], [-5.882, -3.657, -8.057], [-3.744, -3.383, -6.372], [1.202, -1.465, 3.932], [-0.155, -1.313, 2.565], [-1.721, -2.074, 3.258], [-0.389, 0.448, 1.910], [-0.145, -1.906, 0.790], [-0.366, -2.111, -0.425], [0.726, -1.294, 4.917], [1.996, -0.709, 3.820], [1.728, -2.438, 3.987], [-1.772, -2.115, 4.358], [-2.574, -1.491, 2.892], [-1.820, -3.099, 2.880], [0.482, 0.773, 1.318], [-1.209, 0.347, 1.178], [-0.645, 1.178, 2.695]], "gap_ev": 6.46, "de_lowest_ev": 0.316, "e_lumo_ev": -0.831, "energy_ev": -84744.9319}

***

What did the third record say?
{"formula": "CH3BrO2S", "method": "ωB97M-V/def2-TZVPD", "symbols": ["C", "O", "O", "S", "Br", "H", "H", "H"], "xyz": [[-0.328, 0.666, -0.925], [1.854, -0.692, -0.093], [-0.397, -0.348, 1.250], [0.366, -0.866, -0.087], [-0.509, -1.776, 2.828], [0.069, 0.552, -1.869], [0.295, 1.479, -0.461], [-1.351, 0.985, -0.644]], "gap_ev": [6.98, 6.97], "de_lowest_ev": 2.684, "e_lumo_ev": [-2.754, -2.754], "energy_ev": -86054.9847}